This record from OMol25 describes a cluster of 21 separate species, C40H36Cl80F3O4P in total. The level of theory is ωB97M-V with the def2-TZVPD basis set.

```
164
C40H36Cl80F3O4P, DFT ωB97M-V with the def2-TZVPD basis set
C -0.6053 5.3911 -0.3615
C 0.2545 4.2253 -0.8947
C -0.1235 2.8145 -0.3598
C -1.5832 2.7491 0.1073
C 0.8610 2.2575 0.7351
C 1.3539 3.2688 1.7507
C 0.3522 3.6541 2.8518
C 1.0890 4.1238 4.1333
C 1.0735 5.6458 4.3474
C 1.5164 6.4626 3.1289
C 3.0520 6.6060 3.0405
C 3.5673 7.9274 3.6391
O 4.7231 8.3826 2.9507
C 4.3608 9.2828 1.9202
O 0.0634 1.2553 1.4286
C 0.1912 0.0409 0.8870
O -0.4897 -0.8892 1.1424
O 1.2117 0.0758 -0.0154
C 1.9629 1.2866 0.1914
P 3.2324 0.7323 1.4600
C 4.6268 1.9500 1.4602
C 5.0116 2.3646 2.8981
C 3.8053 -0.9531 1.0082
C 5.1457 -1.1757 1.7381
C 2.5722 1.5996 -1.2086
F 1.8695 1.0486 -2.2198
F 3.8175 1.0643 -1.3106
F 2.7194 2.9141 -1.4300
H -0.0720 6.3230 -0.5547
H -0.7608 5.3423 0.7172
H -1.5813 5.4120 -0.8405
H 1.2902 4.4868 -0.7070
H 0.0870 4.2069 -1.9704
H -0.0693 2.1318 -1.2119
H -1.9652 1.7321 0.0372
H -1.7192 3.1511 1.1077
H -2.2033 3.3359 -0.5720
H 1.6646 4.1876 1.2501
H 2.2465 2.9010 2.2576
H -0.2940 4.4822 2.5551
H -0.2931 2.8279 3.1421
H 2.1137 3.7456 4.1680
H 0.5775 3.6739 4.9880
H 1.7911 5.8551 5.1492
H 0.0999 5.9477 4.7388
H 1.1696 6.0256 2.1918
H 1.0616 7.4534 3.1977
H 3.3292 6.5853 1.9847
H 3.5496 5.7878 3.5640
H 3.8156 7.7568 4.6890
H 2.7879 8.6954 3.6161
H 3.4845 8.9192 1.3748
H 5.1942 9.3959 1.2266
H 4.1638 10.2818 2.3270
H 4.2486 2.8254 0.9266
H 5.4724 1.5898 0.8753
H 5.9665 1.9260 3.1775
H 4.2271 2.0324 3.5812
H 5.0378 3.4508 2.9920
H 3.9413 -1.1021 -0.0630
H 3.0853 -1.6559 1.4242
H 5.9258 -0.5647 1.2825
H 5.0518 -0.8000 2.7624
H 5.4272 -2.2247 1.7367
C -1.1803 -4.5480 -0.6278
Cl -0.0314 -5.6565 0.1316
Cl -1.7865 -5.2562 -2.1245
Cl -2.5375 -4.2445 0.4563
Cl -0.4078 -3.0006 -0.9656
C -0.3991 -7.1133 -6.9605
Cl -2.1622 -6.9251 -6.9202
Cl 0.3443 -5.7264 -7.7573
Cl 0.2036 -7.2437 -5.3104
Cl 0.0220 -8.5913 -7.8403
C -5.9642 -3.5621 -1.5204
Cl -6.0238 -4.6507 -0.1325
Cl -5.5712 -4.4900 -2.9721
Cl -7.5234 -2.7687 -1.7434
Cl -4.7136 -2.3500 -1.2216
C 8.6177 9.7943 1.8535
Cl 8.6808 10.3335 0.1711
Cl 8.0216 8.1369 1.9136
Cl 10.2356 9.8725 2.5577
Cl 7.5335 10.8562 2.7649
C -5.7461 -8.5560 1.3479
Cl -7.1626 -7.6155 1.8387
Cl -5.9977 -9.1830 -0.2831
Cl -4.3062 -7.5339 1.3676
Cl -5.5239 -9.8984 2.4759
C -3.5505 -6.6366 -10.8550
Cl -2.0700 -7.2224 -10.0975
Cl -3.1898 -6.0034 -12.4644
Cl -4.7085 -7.9638 -10.9895
Cl -4.2427 -5.3499 -9.8579
C 1.3489 -1.0403 5.2604
Cl 0.0315 -1.2489 6.4259
Cl 1.9877 -2.6269 4.8069
Cl 0.7566 -0.2108 3.8327
Cl 2.6365 -0.0769 6.0009
C 5.0790 14.2320 4.6469
Cl 3.7076 14.1345 5.7547
Cl 5.5905 12.5989 4.2006
Cl 4.6027 15.1140 3.1934
Cl 6.4174 15.0699 5.4349
C 4.6518 -8.1142 -4.6304
Cl 5.9490 -8.7210 -5.6626
Cl 4.1244 -9.3945 -3.5257
Cl 5.2306 -6.7392 -3.6861
Cl 3.2858 -7.6061 -5.6224
C 6.8618 3.5328 -2.0873
Cl 6.8001 4.1047 -3.7568
Cl 6.5065 1.8008 -2.0527
Cl 8.4770 3.8122 -1.4260
Cl 5.6813 4.4256 -1.1244
C -2.1116 -2.1178 -5.3155
Cl -3.2913 -1.9099 -4.0122
Cl -2.1641 -3.7876 -5.9020
Cl -2.5308 -1.0441 -6.6603
Cl -0.4968 -1.7186 -4.7348
C -4.9560 3.8826 2.3408
Cl -4.9516 4.4849 0.6790
Cl -5.4124 2.1785 2.3487
Cl -3.3382 4.0577 3.0299
Cl -6.1093 4.8123 3.3011
C 0.8901 4.2860 -5.4848
Cl 1.1351 2.9951 -4.3091
Cl 1.5390 3.7936 -7.0510
Cl -0.8388 4.6202 -5.6394
Cl 1.7228 5.7441 -4.9318
C -9.5989 -1.4844 -5.5827
Cl -10.4952 -0.6441 -4.3140
Cl -8.7363 -0.2980 -6.5698
Cl -8.4413 -2.5939 -4.8472
Cl -10.7267 -2.3869 -6.5998
C -5.9393 -13.2612 -0.1805
Cl -7.2926 -13.0073 0.9267
Cl -5.6587 -14.9940 -0.3806
Cl -6.3217 -12.5468 -1.7515
Cl -4.4922 -12.5026 0.4836
C 2.4713 2.0095 9.8932
Cl 1.4209 2.4450 11.2466
Cl 2.9596 3.4767 9.0340
Cl 3.9080 1.1841 10.5060
Cl 1.6118 0.9440 8.7817
C 5.4298 -12.4696 -7.4202
Cl 4.7940 -11.8552 -5.8933
Cl 6.6217 -11.3359 -8.0694
Cl 6.2006 -14.0363 -7.1523
Cl 4.1081 -12.6539 -8.5775
C -3.8170 -12.9547 5.0802
Cl -5.3492 -12.2079 4.6080
Cl -3.1095 -12.0412 6.4151
Cl -4.1107 -14.6184 5.5917
Cl -2.7061 -12.9464 3.7086
C -13.2267 2.9144 -4.4204
Cl -11.7395 2.4140 -5.2264
Cl -13.4582 1.9376 -2.9650
Cl -13.1147 4.6194 -3.9725
Cl -14.5969 2.6799 -5.5094
C -5.6126 -4.8702 4.6493
Cl -5.5681 -4.5281 2.9188
Cl -6.2851 -6.4848 4.8992
Cl -3.9764 -4.8055 5.3106
Cl -6.6262 -3.6700 5.4580
```

Summary:
* molar mass: 3504.932 g mol⁻¹
* frontier orbital gap: 8.39 eV
* max |F|: 0.035 Eh/bohr
* calculated total energy: -39302.7588 Eh

---

This record from OMol25 describes an isolated molecule of C3H8ClOPS. The level of theory is ωB97M-V with the def2-TZVPD basis set.

```
15
C3H8ClOPS, DFT ωB97M-V with the def2-TZVPD basis set
C 0.5770 -1.7245 -1.2027
C 0.0833 -1.5468 0.2374
O -1.2938 -1.7136 0.1276
S 0.5884 -0.0261 1.0213
P -0.0026 1.4566 -0.4175
C 0.1629 2.7596 0.9462
Cl 1.7330 1.9060 -1.3781
H 0.4376 -0.7373 -1.7646
H 1.5662 -2.0606 -1.2605
H 0.0280 -2.4811 -1.6902
H 0.5415 -2.4269 0.8942
H -1.6560 -1.3430 0.9415
H 0.8651 2.2438 1.6987
H 0.6437 3.6387 0.5632
H -0.8644 2.7744 1.3618
```

Summary:
* energy above the lowest of the compared OMol25 structures with the same formula, charge and spin: 1.380 eV
* molar mass: 158.590 g mol⁻¹
* frontier orbital gap: 9.99 eV
* max |F|: 0.061 Eh/bohr
* SMILES: C[C@H](O)SP(C)Cl
* calculated total energy: -1394.0894 Eh

---

This record from OMol25 describes a cluster of 4 separate species, C38H75BN2O16S in total. The level of theory is ωB97M-V with the def2-TZVPD basis set.

```
133
C38H75BN2O16S, DFT ωB97M-V with the def2-TZVPD basis set
C -1.2802 4.8954 5.8058
C -2.0653 6.1900 5.9223
C -3.2886 6.1981 4.9946
C -3.2688 7.1933 3.8375
C -1.9882 7.2550 2.9872
C -2.0426 6.4748 1.6690
C -1.9032 4.9673 1.9249
C -0.5285 4.3977 1.5286
C -0.5154 3.2260 0.5585
C -1.4524 2.0861 0.9854
B -1.6930 1.8180 2.5251
O -2.8695 1.1680 2.8506
O -0.7749 2.1063 3.5228
C 0.9854 2.8205 0.2529
C 1.5583 1.6785 1.1086
C 2.1964 2.1198 2.4254
C 2.2863 1.0157 3.5010
C 3.7023 0.4836 3.6763
N 4.5440 1.3566 4.5254
C 5.1915 0.7842 5.6219
C 6.5925 1.2648 5.8936
O 4.6394 -0.0734 6.3368
C 1.2221 2.5525 -1.2312
C 0.0723 1.8470 -1.8856
C 0.4039 1.2899 -3.2604
C 0.8499 -0.1761 -3.2316
C 0.0707 -1.1045 -4.1610
C -0.1738 -2.4693 -3.5265
N -0.4757 -3.4775 -4.5408
C 0.7330 -3.9104 -5.2600
C -1.1296 -4.6143 -3.9868
C -1.7622 -5.5257 -5.0067
O -1.2252 -4.8197 -2.7530
O -0.9973 2.8085 -2.0773
S -1.2544 3.9180 -0.9664
O -0.5041 5.0967 -1.3244
O -2.6798 3.9852 -0.8149
H -1.9148 4.0169 5.8801
H -0.5785 4.8267 6.6333
H -0.6736 4.8658 4.9038
H -2.3978 6.2880 6.9504
H -1.4064 7.0268 5.7206
H -3.3995 5.1916 4.6030
H -4.1817 6.3649 5.5896
H -4.0997 6.9329 3.1850
H -3.4883 8.1841 4.2216
H -1.1415 6.8521 3.5370
H -1.7412 8.2962 2.8012
H -1.2098 6.8063 1.0586
H -2.9709 6.6984 1.1567
H -2.7219 4.4067 1.4921
H -1.9958 4.8316 2.9956
H 0.0025 4.0839 2.4169
H 0.0679 5.1933 1.0923
H -2.4406 2.2296 0.5662
H -1.1051 1.1504 0.5549
H -3.4742 1.6719 3.3860
H -1.0690 2.8163 4.0912
H 1.5830 3.6939 0.4996
H 2.3638 1.2493 0.5177
H 0.8591 0.8682 1.2765
H 1.6558 2.9580 2.8401
H 3.2118 2.4426 2.2129
H 1.6261 0.1957 3.2443
H 1.9773 1.4321 4.4510
H 3.6974 -0.5100 4.1040
H 4.1768 0.4374 2.6997
H 5.2099 1.8801 3.9830
H 6.7095 1.3876 6.9616
H 7.2787 0.5072 5.5364
H 6.8035 2.2112 5.4114
H 1.3852 3.4754 -1.7768
H 2.1131 1.9453 -1.3565
H -0.2732 1.0220 -1.2736
H 1.1414 1.9180 -3.7465
H -0.5052 1.3669 -3.8483
H 0.8080 -0.5685 -2.2182
H 1.8955 -0.2277 -3.5223
H -0.8952 -0.6727 -4.4056
H 0.5930 -1.2317 -5.1035
H 0.7022 -2.7534 -2.9420
H -1.0064 -2.3919 -2.8396
H 1.5898 -3.9449 -4.5931
H 0.9502 -3.2549 -6.0940
H 0.5831 -4.9041 -5.6627
H -1.4606 -5.2622 -6.0102
H -2.8327 -5.4269 -4.8884
H -1.4541 -6.5394 -4.7828
C -0.1651 -0.1772 7.4748
C 0.3167 1.1973 7.8816
O -0.6755 1.8938 8.6573
C -0.7387 1.5565 9.9387
O -0.0365 0.7648 10.5038
O -1.7086 2.2726 10.5043
C -1.9095 1.9960 11.8921
H -1.1264 -0.1046 6.9637
H 0.5555 -0.6418 6.8048
H -0.2895 -0.8178 8.3466
H 0.4711 1.8195 7.0016
H 1.2550 1.1468 8.4309
H -0.9768 2.0838 12.4433
H -2.3215 0.9974 12.0238
H -2.6200 2.7382 12.2418
C 5.9142 -7.3720 -7.5358
C 6.2762 -5.9596 -7.1338
O 5.2508 -5.3559 -6.3285
C 5.2631 -5.7035 -5.0472
O 6.0543 -6.4302 -4.5139
O 4.2514 -5.0835 -4.4444
C 4.1127 -5.3931 -3.0536
H 4.9413 -7.3890 -8.0272
H 6.6603 -7.7675 -8.2242
H 5.8689 -8.0243 -6.6652
H 6.3549 -5.3152 -8.0065
H 7.2237 -5.9268 -6.5986
H 5.0494 -5.2325 -2.5264
H 3.7877 -6.4235 -2.9251
H 3.3516 -4.7184 -2.6733
C -5.9699 -7.0030 -11.2065
C -5.8914 -7.5657 -9.8047
O -4.8592 -6.9316 -9.0335
C -5.1842 -5.7507 -8.5210
O -6.2480 -5.2038 -8.6136
O -4.1317 -5.2902 -7.8506
C -4.3277 -4.0083 -7.2506
H -4.9965 -7.0617 -11.6938
H -6.6909 -7.5679 -11.7965
H -6.2811 -5.9596 -11.1892
H -5.6136 -8.6172 -9.8234
H -6.8426 -7.4732 -9.2833
H -5.2227 -3.9972 -6.6332
H -4.3979 -3.2343 -8.0124
H -3.4554 -3.8293 -6.6306
```

Summary:
* molar mass: 858.895 g mol⁻¹
* frontier orbital gap: 9.91 eV
* max |F|: 0.064 Eh/bohr
* SMILES: CCCCCCCC[C@]1(CB(O)O)[C@@H](CCCCNC(C)=O)C[C@H](CCCCN(C)C(C)=O)OS1(=O)=O.CCOC(=O)OC.CCOC(=O)OC.CCOC(=O)OC
* calculated total energy: -3229.4328 Eh

---

This record from OMol25 describes a structure of composition C36H32N4O5OsS. The level of theory is ωB97M-V with the def2-TZVPD basis set.

```
79
C36H32N4O5OsS, DFT ωB97M-V with the def2-TZVPD basis set
Os 0.8541 0.2213 -0.0861
C 3.6286 1.3694 1.9157
O 3.1390 0.4107 0.9605
C 3.6625 -0.8597 0.9698
C 4.6466 -1.2907 1.8420
C 5.1022 -2.5998 1.7486
C 4.5872 -3.4711 0.7983
C 3.6027 -3.0380 -0.0740
C 3.1365 -1.7368 0.0184
N 2.1118 -1.2174 -0.8401
N 2.0777 -1.7205 -2.0110
C 1.3531 -1.1842 -3.0075
C 0.8783 0.1557 -2.9882
O 0.9161 0.8718 -1.8799
C 0.4464 0.7894 -4.1616
C 0.4070 0.0742 -5.3240
C 0.8145 -1.2864 -5.4048
C 0.7589 -1.9823 -6.6278
C 1.1898 -3.2813 -6.7023
C 1.6895 -3.9159 -5.5557
C 1.7486 -3.2576 -4.3489
C 1.3126 -1.9302 -4.2532
H 3.4377 1.0233 2.9322
H 3.0834 2.2883 1.7213
H 4.6935 1.5327 1.7605
H 5.0699 -0.6223 2.5768
H 5.8751 -2.9361 2.4260
H 4.9559 -4.4848 0.7340
H 3.1919 -3.6940 -0.8293
H 0.1538 1.8287 -4.1043
H 0.0560 0.5566 -6.2289
H 0.3790 -1.4765 -7.5062
H 1.1509 -3.8147 -7.6417
H 2.0362 -4.9384 -5.6218
H 2.1344 -3.7579 -3.4724
C -6.2617 3.4904 2.3816
C -4.8370 3.3772 1.9212
C -4.0659 4.5206 1.7200
C -2.7547 4.4359 1.2864
C -2.2090 3.1801 1.0404
C -2.9524 2.0221 1.2324
C -4.2589 2.1316 1.6778
S -0.5758 3.1535 0.4017
O 0.1928 4.2065 0.9835
O -0.5952 2.9769 -1.0161
N 0.0314 1.6836 1.0062
C 0.0621 1.4755 2.4078
C -0.1697 2.3925 3.4069
C -0.1678 1.9815 4.7566
C 0.0489 0.6788 5.1115
C 0.2948 -0.2862 4.1063
C 0.4923 -1.6618 4.3560
C 0.6853 -2.5307 3.3129
C 0.7310 -2.0318 2.0095
N 0.5795 -0.7415 1.7469
C 0.3214 0.1370 2.7710
H -6.3770 4.2888 3.1130
H -6.6141 2.5608 2.8246
H -6.9116 3.7268 1.5368
H -4.4964 5.4944 1.9166
H -2.1576 5.3283 1.1520
H -2.5146 1.0459 1.0643
H -4.8392 1.2343 1.8555
H -0.3515 3.4297 3.1668
H -0.3550 2.7224 5.5213
H 0.0305 0.3718 6.1487
H 0.4734 -2.0230 5.3769
H 0.8166 -3.5906 3.4740
H 0.8934 -2.6890 1.1665
C -3.1304 -2.0501 -1.3087
C -2.1386 -0.9343 -1.3286
C -2.4332 0.2684 -2.1602
O -1.0857 -1.0545 -0.6971
H -4.1492 -1.6686 -1.2588
H -2.9291 -2.7349 -0.4894
H -3.0414 -2.5973 -2.2523
H -3.4585 0.6002 -1.9954
H -2.3657 -0.0292 -3.2117
H -1.7380 1.0827 -1.9693
```

Summary:
* energy above the lowest of the compared OMol25 structures with the same formula, charge and spin: 0.000 eV
* molar mass: 822.972 g mol⁻¹
* frontier orbital gap (spin up / spin down): 6.64 / 5.35 eV
* max |F|: 0.006 Eh/bohr
* multiplicity: 5
* calculated total energy: -2474.5600 Eh
* charge: +2

---

- What is the molar mass in the third record?
  858.895 g mol⁻¹

---

- Look up the calculated total energy of the first one.
  -39302.7588 Eh

---

- The lowest max |F| belongs to which entry?
  C36H32N4O5OsS